Record 1
Here is a single C6H11NOSe molecule in a non-equilibrium geometry from the Open Molecules 2025 dataset. Energies are from ωB97M-V/def2-TZVPD.

HOMO level (eV): -8.41
Charge: 0
SMILES: C[C@@]1(C(N)=O)CCC[Se]1
Orbital gap (eV): 9.07
Electronic energy (a.u.): -2766.6669
Energy above the lowest of the compared OMol25 structures with the same formula, charge and spin (kJ/mol): 0.0

Cartesian coordinates (Å):
H (-0.197, 1.053, 1.921)
H (-2.514, 1.595, -0.015)
C (0.216, -0.324, -0.437)
N (1.073, -2.380, 0.503)
H (1.596, -2.902, 1.188)
O (1.867, -0.435, 1.313)
H (1.618, -0.326, -2.058)
H (0.350, -2.854, -0.015)
C (0.588, -0.634, -1.874)
C (-1.996, 1.002, 0.742)
H (1.309, 1.575, 0.054)
Se (-1.694, -0.792, -0.029)
H (0.502, -1.699, -2.087)
H (-2.632, 0.897, 1.620)
C (1.129, -1.030, 0.557)
C (-0.624, 1.563, 1.057)
H (-0.097, 1.831, -1.031)
H (-0.068, -0.091, -2.555)
H (-0.696, 2.627, 1.285)
C (0.270, 1.323, -0.140)

Force components x, y, z for each atom (eV/Å):
-0.01 0.06 0.03
0.05 -0.02 0.14
-0.42 2.66 0.53
0.11 -0.51 -0.05
-0.05 0.03 -0.04
0.19 0.06 0.15
0.07 -0.04 -0.04
0.13 0.08 0.17
-0.11 -0.02 -0.02
-0.21 -0.16 -0.12
0.02 0.07 -0.05
0.43 0.36 -0.05
0.05 0.00 -0.11
0.04 0.00 -0.07
-0.27 0.10 -0.16
0.02 0.03 -0.07
-0.02 0.00 -0.08
0.03 -0.05 0.02
-0.02 0.07 0.05
-0.01 -2.70 -0.24

Record 2
Here is a single C6H11NS molecule in a non-equilibrium geometry from the Open Molecules 2025 dataset. Energies are from ωB97M-V/def2-TZVPD.

HOMO level (eV): -8.67
Charge: 0
SMILES: C[C@H]1CNC[C@@H]2S[C@H]21
Orbital gap (eV): 9.65
Electronic energy (a.u.): -688.0705
Energy above the lowest of the compared OMol25 structures with the same formula, charge and spin (kJ/mol): 206.7

Cartesian coordinates (Å):
H (-0.724, 1.461, -1.659)
H (0.380, -0.182, -1.426)
S (2.187, 0.012, 0.061)
H (-2.344, -1.774, -0.427)
H (-0.279, -2.044, 0.892)
H (-2.752, 0.520, 0.295)
H (0.289, 2.537, -0.665)
C (-1.830, 0.024, 0.596)
H (-0.340, -2.758, -0.897)
C (0.617, -0.622, -0.499)
H (-1.563, 2.687, -0.787)
C (-0.663, 1.124, 0.559)
H (-0.838, 1.787, 1.405)
H (0.348, -0.339, 1.578)
C (-0.339, -1.793, -0.228)
C (-0.676, 2.035, -0.739)
C (0.505, 0.209, 0.664)
H (-1.892, -0.463, 1.550)
N (-1.566, -1.068, -0.422)

Force components x, y, z for each atom (eV/Å):
0.19 -0.21 0.02
-0.32 0.42 -0.83
0.59 0.09 0.38
0.79 1.30 0.09
0.45 -0.49 -1.50
-0.16 -0.19 0.28
-0.32 0.55 -0.45
0.99 0.04 -2.12
0.23 1.93 1.22
0.08 -2.44 -0.14
0.60 0.09 0.39
-1.61 0.63 -1.37
0.24 -0.05 0.24
0.49 -0.34 0.25
0.74 -1.72 0.57
-0.21 -0.99 1.20
-0.22 1.40 0.89
-0.15 0.18 0.97
-2.38 -0.21 -0.11

Record 3
Here is a single C6H11NS molecule in a non-equilibrium geometry from the Open Molecules 2025 dataset. Energies are from ωB97M-V/def2-TZVPD.

HOMO level (eV): -8.15
Charge: 0
SMILES: C[C@@H]1N(C=S)C1(C)C
Orbital gap (eV): 8.78
Electronic energy (a.u.): -688.0781
Energy above the lowest of the compared OMol25 structures with the same formula, charge and spin (kJ/mol): 186.8

Cartesian coordinates (Å):
C (0.318, -0.786, -0.671)
H (1.813, 1.892, 0.726)
H (0.746, -2.334, 0.825)
H (-0.568, 2.534, -0.291)
C (-0.404, 0.349, -0.032)
H (-1.799, 1.214, 1.477)
H (-1.030, -0.312, 2.001)
C (-1.403, 0.137, 1.130)
C (-0.724, 1.566, -0.892)
C (0.207, -2.179, -0.216)
H (-2.281, -0.424, 0.692)
H (0.697, -3.022, -0.814)
H (-1.829, 1.709, -1.071)
S (3.638, 0.432, 0.054)
C (2.091, 0.851, 0.408)
H (-0.117, 1.542, -1.773)
N (1.007, 0.142, 0.218)
H (0.444, -0.703, -1.685)
H (-0.807, -2.608, -0.086)

Force components x, y, z for each atom (eV/Å):
0.35 -0.18 2.16
0.49 -0.87 0.22
-1.23 0.55 -1.91
0.46 -1.37 -0.77
-0.57 1.08 1.30
0.77 -2.35 -0.82
0.68 -0.95 0.91
-1.78 2.72 -1.74
-1.37 1.38 1.80
1.07 -3.81 2.54
0.78 0.54 0.77
-0.29 1.71 0.16
1.08 -0.80 -0.37
-0.19 -0.02 0.18
0.52 1.65 -0.70
0.09 0.33 -0.67
-1.77 -1.01 -0.58
0.76 0.62 -2.44
0.18 0.77 -0.04

Record 4
Here is C6H11NS as an isolated structure in a non-equilibrium geometry from the Open Molecules 2025 dataset. Energies are from ωB97M-V/def2-TZVPD.

HOMO level (eV): -8.47
Charge: 0
Orbital gap (eV): 9.39
Electronic energy (a.u.): -688.0569
Energy above the lowest of the compared OMol25 structures with the same formula, charge and spin (kJ/mol): 242.3

Cartesian coordinates (Å):
H (2.134, -1.820, 0.396)
C (-0.262, 0.397, 1.003)
N (-2.260, -1.073, 0.105)
H (1.237, -1.635, -1.714)
C (1.222, -0.647, -1.246)
H (-0.433, -1.732, 0.505)
H (0.996, -0.794, 2.071)
H (-2.647, -1.386, 1.097)
H (-2.629, -1.702, -0.598)
C (2.056, -0.715, 0.140)
H (3.019, -0.173, -0.021)
S (-0.364, 1.620, -0.286)
H (1.678, 0.166, -1.875)
H (1.666, 0.949, 1.824)
C (-0.271, -0.146, -1.046)
C (-0.840, -0.659, 0.174)
H (-0.993, 0.441, 1.890)
H (-0.811, -0.051, -1.944)
C (1.165, -0.009, 1.343)

Force components x, y, z for each atom (eV/Å):
0.46 1.60 -0.17
-1.98 -0.20 2.96
-2.10 1.52 3.68
-0.07 0.29 -0.21
-0.07 2.01 0.89
0.59 2.02 -0.69
0.54 0.02 0.60
1.22 0.87 -2.99
0.91 0.15 -0.04
-2.41 0.56 -0.13
-0.70 -0.84 0.44
0.41 0.00 -0.94
-0.17 -1.20 0.20
-0.65 -2.23 -0.93
2.80 1.49 -1.56
-1.16 -7.37 0.30
1.61 0.91 -0.59
-0.74 -0.75 -1.11
1.51 1.16 0.27